The following is a DFT calculation (ωB97M-V/def2-TZVPD) of C16H19GaNO2S as an isolated structure at a distorted geometry.

Values from the calculation:
Energy ... -3149.2898 a.u.
Total charge ... -1
Kohn-Sham gap ... 7.50 eV

Geometry as XYZ:
```
40
C16H19GaNO2S | OMol25 | ωB97M-V/def2-TZVPD
N 2.9793 -5.3426 -4.1358
C 3.0685 -4.3839 -3.5043
O 3.1853 -3.1513 -3.0683
Ga 2.6630 -1.9167 -4.4724
S 4.1241 -0.1358 -4.6693
C 0.7980 -1.1493 -4.1438
C -0.3063 -2.2929 -4.5869
C -1.3027 -2.7351 -3.4006
O -1.6997 -1.8491 -4.6119
H 2.7634 -2.7521 -5.8453
H 5.0428 -0.1988 -3.6597
H 0.5467 -0.2381 -4.7352
H 0.5532 -1.0661 -3.0549
H 0.0323 -3.1069 -5.3153
H -1.4679 -1.9272 -2.6619
H -1.8471 -3.6963 -3.4658
C -1.0762 0.0017 -0.1670
C -2.1405 0.7209 0.3639
C -2.5987 0.4405 1.6452
C -1.9862 -0.5537 2.4000
C -0.9203 -1.2702 1.8702
C -0.4675 -0.9956 0.5850
H -0.7207 0.2182 -1.1680
H -2.6134 1.5003 -0.2224
H -3.4327 0.9971 2.0572
H -2.3404 -0.7691 3.4015
H -0.4418 -2.0443 2.4592
H 0.3605 -1.5579 0.1694
C 0.9354 3.1799 5.2906
C 0.0685 4.2657 5.2895
C -0.9269 4.3595 4.3246
C -1.0612 3.3620 3.3661
C -0.1969 2.2746 3.3693
C 0.8041 2.1853 4.3286
H 1.7140 3.1085 6.0413
H 0.1692 5.0403 6.0413
H -1.5990 5.2098 4.3197
H -1.8404 3.4322 2.6159
H -0.3032 1.4970 2.6233
H 1.4816 1.3395 4.3273
```

These are the natural (NBO) partial charges, in e, on atoms 1 to 6:
1. N -0.540
2. C 0.561
3. O -0.824
4. Ga 1.257
5. S -0.686
6. C -0.944

=====

The following is a DFT calculation (ωB97M-V/def2-TZVPD) of one molecule with the formula C16H19I2N7O2 at a distorted geometry.

Values from the calculation:
SMILES ... CN(C)c1nc(/N=N\Cc2cc(I)cc(I)c2O)nc(N2CCOCC2)n1
Energy above the lowest of the compared OMol25 structures with the same formula, charge and spin ... 0.0 kcal per mole
Energy ... -1750.1819 a.u.
Total charge ... 0
Kohn-Sham gap ... 8.14 eV

Geometry as XYZ:
```
46
C16H19I2N7O2 | OMol25 | ωB97M-V/def2-TZVPD
I 5.6258 -6.0617 -1.6864
I 0.1087 -6.0289 1.2402
N 1.1776 -0.0607 -2.1236
N 2.1707 -0.8582 -2.0060
N -0.1783 -0.4880 -0.2494
N 0.3280 1.6654 -0.9329
N -1.1900 1.3451 0.7493
O 0.7141 -2.8470 0.7342
O -2.6817 5.2054 -1.0142
C 0.4256 0.3861 -1.0402
C -0.8879 0.0818 0.6768
C -0.5295 2.1015 -0.0769
C 2.8135 -5.5468 -0.3409
C 3.7935 -3.5136 -1.2082
C 3.8502 -4.8799 -1.0048
C 1.7483 -4.8448 0.2062
C 1.7443 -3.4612 0.1287
C 2.7715 -2.7655 -0.5749
N -1.4568 -0.7890 1.5514
N -0.6440 3.5020 -0.0028
C 2.7760 -1.2655 -0.7253
C -2.1816 -1.9574 0.9967
C -1.6612 -0.3964 2.9558
C -2.9646 4.3367 0.0950
C -1.7366 4.6518 -1.9125
C -1.6619 4.0871 0.8863
C -0.3838 4.3839 -1.1760
H 0.5128 -1.9962 0.2946
H 2.8293 -6.6288 -0.2213
H 4.5680 -3.0167 -1.7580
H 2.3289 -0.7910 0.1565
H 3.8327 -0.9621 -0.7215
H -2.1697 -1.9161 -0.1327
H -3.2276 -1.8968 1.3682
H -1.7949 -2.9209 1.2949
H -2.1269 -1.2352 3.5018
H -2.3795 0.4503 2.9900
H -0.6991 -0.1131 3.4557
H -3.3535 3.3638 -0.2543
H -3.7385 4.7648 0.6966
H -2.1299 3.7371 -2.3752
H -1.5402 5.3156 -2.7458
H -1.8057 3.4716 1.7990
H -1.3192 5.0802 1.2194
H 0.3401 3.9685 -1.9092
H -0.0169 5.3428 -0.8044
```

These are the natural (NBO) partial charges, in e, on atoms 1 to 6:
1. I 0.090
2. I 0.102
3. N -0.124
4. N -0.052
5. N -0.599
6. N -0.543

=====

The following is a DFT calculation (ωB97M-V/def2-TZVPD) of C16H19IrN2SSeTe as an isolated structure.

Values from the calculation:
Energy above the lowest of the compared OMol25 structures with the same formula, charge and spin ... 0.0 kcal per mole
Energy ... -3902.3598 a.u.
Spin multiplicity ... 2
Total charge ... +1
Kohn-Sham gap (spin up / spin down) ... 7.05 / 6.63 eV

Geometry as XYZ:
```
41
C16H19IrN2SSeTe | OMol25 | ωB97M-V/def2-TZVPD
Ir -2.1013 1.0570 0.6449
C -0.7744 4.5002 1.2100
Te -2.5958 3.6174 0.5695
C -3.6457 3.9186 2.3898
H -0.5037 4.0594 2.1662
H -0.9004 5.5761 1.2883
H -0.0313 4.2576 0.4552
H -3.8086 4.9842 2.5289
H -3.0625 3.4960 3.2023
H -4.5989 3.4035 2.3033
S -1.4423 1.0775 2.6558
C -1.1658 -4.1066 -0.9745
N -0.3338 -3.1604 -0.2492
C -0.7258 -1.9936 0.2704
Se -2.4748 -1.2885 0.2696
N 0.3316 -1.4040 0.8412
C 1.4583 -2.2008 0.6843
C 2.7769 -2.0435 1.0830
C 3.6475 -3.0641 0.7488
C 3.2194 -4.1966 0.0453
C 1.9035 -4.3521 -0.3498
C 1.0318 -3.3270 -0.0121
H -2.2092 -3.8307 -0.8536
H -1.0125 -5.1037 -0.5669
H -0.9060 -4.0958 -2.0318
H 0.2643 -0.5057 1.3046
H 3.1084 -1.1700 1.6268
H 4.6863 -2.9876 1.0381
H 3.9367 -4.9689 -0.1951
H 1.5789 -5.2272 -0.8952
C 1.1666 1.9788 -2.7705
C 1.5048 2.1623 -1.4368
C 0.5865 1.8884 -0.4320
C -0.6830 1.4077 -0.7526
C -1.0135 1.2055 -2.0923
C -0.0938 1.5014 -3.0930
H 1.8810 2.2031 -3.5507
H 2.4885 2.5286 -1.1713
H 0.8645 2.0487 0.6028
H -1.9835 0.8094 -2.3734
H -0.3689 1.3451 -4.1281
```

These are the natural (NBO) partial charges, in e, on atoms 1 to 6:
1. Ir 0.290
2. C -0.864
3. Te 0.839
4. C -0.867
5. H 0.242
6. H 0.246

=====

The following is a DFT calculation (ωB97M-V/def2-TZVPD) of one molecule with the formula C16H19N3O2S.

Values from the calculation:
SMILES ... O=C(NC[C@H](c1cccnc1)N1CCOCC1)c1cccs1
Energy above the lowest of the compared OMol25 structures with the same formula, charge and spin ... 51.2 kcal per mole
Energy ... -1334.0221 a.u.
Total charge ... 0
Kohn-Sham gap ... 9.23 eV

Geometry as XYZ:
```
41
C16H19N3O2S | OMol25 | ωB97M-V/def2-TZVPD
O -2.0077 1.8298 0.5537
C -1.1393 2.0183 -0.2794
N -0.5557 1.0130 -0.9764
H 0.1924 1.2242 -1.6182
C -0.8599 -0.3727 -0.7358
H -0.9409 -0.8878 -1.6959
H -1.8292 -0.4119 -0.2370
C 0.2073 -1.0741 0.1531
N -0.4523 -1.7343 1.2768
C -0.9244 -0.7743 2.2670
H -1.5358 -0.0038 1.7982
C -1.7570 -1.5144 3.3105
O -0.9990 -2.5092 3.9615
C -0.4773 -3.4154 3.0220
C 0.3773 -2.7105 1.9669
H 0.7473 -3.4539 1.2599
H 1.2411 -2.2299 2.4614
H 0.1236 -4.1323 3.5846
H -1.2985 -3.9436 2.5142
H -2.0972 -0.8289 4.0877
H -2.6271 -1.9722 2.8173
H -0.0721 -0.2824 2.7706
C 0.9821 -2.0420 -0.6988
C 2.3218 -1.8408 -1.0013
C 2.9730 -2.7432 -1.8280
C 2.2537 -3.8202 -2.3199
N 0.9774 -4.0261 -2.0371
C 0.3625 -3.1618 -1.2542
H -0.6784 -3.3678 -1.0428
H 2.7130 -4.5547 -2.9679
H 4.0136 -2.6118 -2.0812
H 2.8505 -0.9889 -0.5951
H 0.9071 -0.2972 0.5227
C -0.6686 3.3713 -0.6106
C -1.1613 4.5331 -0.0830
C -0.5235 5.6835 -0.5853
C 0.4491 5.3886 -1.4874
S 0.6068 3.7005 -1.7444
H 1.0904 6.0598 -2.0238
H -0.7753 6.6860 -0.2899
H -1.9568 4.5392 0.6395
```

These are the natural (NBO) partial charges, in e, on atoms 1 to 6:
1. O -0.626
2. C 0.655
3. N -0.608
4. H 0.393
5. C -0.220
6. H 0.208